Here is a single C24H28N6O3 molecule at a distorted geometry from the OMol25 dataset. Energies are from ωB97M-V with the def2-TZVPD basis set.

```
61
C24H28N6O3 (ωB97M-V with the def2-TZVPD basis set)
C -0.86355 3.23462 0.77553
H -6.22877 -1.76112 0.42352
H 5.60327 -2.25132 0.24624
H -2.99564 1.42026 1.12887
N -5.60639 0.04606 -1.87950
H -0.70769 4.30552 0.63690
N 1.08373 -2.04784 0.00298
H -3.36334 -1.95941 -0.63672
C 1.26497 0.19365 -1.54658
C 3.48352 -2.22105 0.17982
H 1.00147 -2.87791 0.57892
H 8.06069 -0.05928 -1.28533
C -4.01065 0.74077 -0.59218
C 1.63672 3.04383 0.58450
C -5.21620 -2.17192 0.48675
H 3.76862 0.71434 1.78300
C -3.59488 -2.42913 2.19166
H 1.63770 3.95734 0.00598
C -0.09374 -1.47866 -0.40222
C 2.33964 -1.58641 -0.29586
H -2.60961 -0.24428 0.65903
C 0.04315 -0.27747 -1.21622
C 4.73579 -1.74050 -0.13981
C 0.45438 1.36946 1.81180
H -1.55532 3.09423 1.60699
H -0.81896 2.89105 -1.34500
C 4.87330 -0.60855 -0.95137
N -1.62721 1.22816 -0.41462
H -2.73984 -2.45638 1.50999
N -4.62893 -0.37162 -1.06629
H -5.27873 -3.26831 0.52067
H 3.85038 0.90102 -2.04857
H -4.80598 -2.32573 -1.62913
H 3.75727 2.79252 0.45664
N -5.57035 1.31144 -1.90772
H -1.07897 1.07279 -2.44867
H -2.45575 3.14693 -0.70308
H 1.64513 -0.19805 2.64590
C 2.82980 2.39101 0.83838
H 7.32407 -0.64632 0.22460
C 3.73674 0.02659 -1.42851
H 7.35002 -1.68995 -1.22713
C -1.23318 0.44029 -1.56929
H -3.30252 -1.94335 3.12044
C 2.83762 1.22419 1.58226
C 2.46472 -0.44270 -1.10742
C -4.43036 -1.76191 -0.77286
H 1.35728 1.08283 -2.15358
H -1.99974 -0.30021 -1.81640
H -3.91351 -3.45690 2.40381
C -1.48714 2.66299 -0.51235
C 0.43609 2.54703 1.07478
C 1.64530 0.71324 2.06441
H 3.38868 -3.09632 0.80604
C 7.25449 -0.66023 -0.86791
O -1.15989 -1.99805 -0.08815
O 6.06348 -0.06160 -1.31952
C -2.80592 0.75989 0.28122
H -0.47173 0.96762 2.19399
N -4.60387 1.78379 -1.13186
O -4.66970 -1.67096 1.67816
```

Output
Gap between HOMO and LUMO (hartree): 0.3021
E_tot (eV): -40424.706
Molar mass (g/mol): 448.5
Net charge: 0
Structure (SMILES): COCCn1nnnc1CN(CCc1ccccc1)Cc1cc2cc(OC)ccc2[nH]c1=O
Lowest unoccupied orbital energy (eV): 0.07
2S+1: 1
ΔE to the lowest compared entry with this formula, charge and spin (eV): 2.807

Atom charges from the natural (NBO) analysis, given in e for atoms 1 to 5:
1 C -0.43
2 H 0.20
3 H 0.22
4 H 0.23
5 N -0.08